(1)
Computed, not measured: a structure of composition C30H42BBr63O5P, with ωB97M-V/def2-TZVPD.

Geometry (Å):
Br: 8.35731 -14.13212 -2.87145
Br: 5.87201 -11.48268 2.68262
Br: -5.52631 5.02623 7.85687
Br: -0.17244 -3.16342 5.99316
Br: 5.46605 7.02198 -3.43636
Br: 8.86908 7.38286 -2.38341
Br: -9.00992 1.47402 1.96844
Br: -0.98800 -3.01762 -9.22875
Br: -2.16163 1.36634 5.86979
Br: 5.27557 -3.18878 -8.29429
Br: -2.20340 -0.80855 3.52360
Br: 4.22013 5.79435 2.56484
Br: 2.43907 5.88878 -3.81307
Br: -2.54494 6.47601 6.75186
Br: 3.37212 -3.34122 4.48788
Br: -3.90286 -7.01532 0.08492
Br: 0.84852 -1.72728 -4.69268
Br: -1.91321 -3.33316 -4.92614
Br: -7.35873 -1.26259 1.92081
Br: -4.66201 1.88571 -4.56156
Br: 2.09610 -12.47159 -10.10152
Br: -2.65959 10.71621 13.68768
Br: -5.40675 13.91362 12.09789
Br: 4.93306 -12.80855 -4.25749
Br: -5.26279 13.01091 9.04512
Br: -4.58839 1.28565 3.78981
Br: -8.08678 13.17722 10.52948
Br: 4.12187 -0.93286 -10.24612
Br: 3.36077 3.88620 4.98465
Br: 0.11776 7.21446 8.35516
Br: 4.43794 -9.23444 -5.57034
Br: 4.42034 -11.56278 -0.17203
Br: -0.84355 -11.43113 -9.41153
Br: 4.07971 -0.49008 -7.07986
Br: -2.55691 9.87420 10.60681
Br: 8.92312 5.82547 -5.17104
Br: -4.19696 6.60083 10.28722
Br: 0.27703 6.36547 5.27531
Br: -4.33533 -6.01836 -2.91894
Br: -6.60060 4.56775 10.83260
Br: 1.52116 4.09366 2.36201
Br: -0.36844 -2.36611 9.07911
Br: 2.83154 -2.12877 1.55907
Br: -5.36257 10.04939 12.12439
Br: 1.94427 -12.62595 -5.36839
Br: -3.32729 0.11648 -6.86671
Br: 1.11789 -9.62347 -11.16231
Br: -3.90832 -3.89017 -0.57292
Br: -3.02055 -3.06429 7.43580
Br: -0.15855 -3.51657 -2.25968
Br: 5.92960 -15.74892 -1.57147
Br: 2.22300 -8.80519 -7.82412
Br: 7.63149 -13.71571 0.20375
Br: -1.94817 0.29974 -3.99162
Br: 3.50276 -15.41641 -5.41601
Br: 11.35343 5.51732 -3.12151
Br: 3.37101 -9.58477 2.10283
Br: 1.56607 -4.66462 -8.25051
Br: -6.43511 1.19633 0.09562
Br: 2.15596 -7.03549 -5.17158
Br: 3.73543 7.90772 -5.98566
Br: 3.22744 -0.17770 4.00547
Br: -1.32885 -6.00050 -8.13348
P: 0.74128 0.36181 -0.71519
O: 0.03172 3.60860 -2.21143
O: 1.54238 1.02912 0.52824
O: 0.49615 5.53178 -3.18416
O: 1.00304 -1.12210 -0.65288
O: 1.39289 0.85688 -2.14320
C: 9.97308 6.68402 -3.80121
C: -2.52096 2.00583 1.09550
C: 0.59202 -11.42044 -10.69943
C: -1.23932 -2.32191 7.35737
C: -3.57329 10.75549 11.98871
C: -7.92615 0.27951 0.90636
C: -3.48918 -5.65555 -1.22193
C: 3.98802 -1.76922 -8.51272
C: -6.30884 13.91098 10.39302
C: -3.26091 0.25268 4.73425
C: -3.60952 0.31986 -4.96582
C: 0.63027 4.78520 -2.18564
C: -3.40487 3.22349 1.45849
C: 7.66266 -14.95520 -1.27112
C: -1.41825 3.73592 -2.44691
C: -2.64770 4.53494 1.72953
C: -1.05279 0.61399 -0.64836
C: -0.13014 -3.30605 -4.16914
C: -0.32564 -4.35865 -8.01351
C: 1.43139 5.29093 -0.97603
C: -2.30219 2.88157 -1.50634
C: -0.77281 7.22861 6.63972
C: 4.20479 -11.28111 1.72405
C: 3.26965 -7.96890 -6.43686
C: 4.09561 6.49884 -4.71021
C: 3.70361 -1.88667 3.25745
C: 3.31743 4.16313 3.06784
C: -5.81586 5.81985 9.59064
C: -2.26169 4.75395 3.22658
C: 3.65724 -13.49571 -5.53050
B: -1.55784 2.18237 -0.22013
H: 1.96165 0.29892 1.00994
H: -2.68133 4.00552 3.91213
H: 4.49895 5.66315 -5.27162
H: -1.87954 1.74861 1.96394
H: -6.41142 14.94242 10.08455
H: -3.19429 1.13274 0.93683
H: 0.94079 6.17413 -0.53599
H: -4.20126 3.31733 0.69794
H: -4.17839 -0.53952 -4.63595
H: 3.89819 -7.22818 -6.91368
H: -8.55053 -0.08468 0.10211
H: -0.46477 -3.97358 -7.01172
H: -3.78682 -0.43631 5.38238
H: -0.88349 8.26494 6.35052
H: 0.66774 0.95469 -2.77570
H: -2.72022 2.07950 -2.13735
H: -1.45009 0.27435 -1.63147
H: -6.52801 6.62295 9.45752
H: -3.33153 5.36088 1.45149
H: 0.39748 -4.15840 -4.57832
H: -1.66737 4.79710 -2.28076
H: -0.54768 2.76019 0.14839
H: -3.93611 2.95450 2.39986
H: -1.34330 -1.27946 7.08068
H: -3.16468 3.51962 -1.24068
H: 10.46907 7.52693 -4.26239
H: -3.66421 11.79427 11.70151
H: -2.62399 5.74622 3.54464
H: -2.41960 -5.68752 -1.38726
H: -1.60258 3.55303 -3.51858
H: 3.86467 3.34524 2.61739
H: 3.53758 -12.05175 2.08521
H: -1.74359 4.68136 1.12006
H: 1.60448 4.55473 -0.17523
H: 4.76916 -1.87146 3.07179
H: -1.16706 4.81309 3.28866
H: 0.21647 -11.88566 -11.60056
H: 4.03789 -13.26524 -6.51664
H: -1.45036 -0.07958 0.11368
H: 8.33783 -15.75689 -1.00488
H: 3.00930 -2.22845 -8.45645
H: 2.42747 5.61259 -1.28668

Values from the calculation:
- total charge = -1

***

(2)
Computed, not measured: a structure of composition H16Mg4O36S7, with ωB97M-V/def2-TZVPD.

Geometry (Å):
S: -1.25599 6.89907 -2.80958
S: 0.24143 -0.07971 -0.27607
S: -3.22795 3.17879 4.07936
S: 6.08324 -1.40765 3.74863
S: -0.24742 1.25119 -6.19561
S: -0.65271 -4.68992 5.77757
S: -5.11794 0.49116 -2.54875
Mg: -3.15038 3.48070 -0.49228
Mg: 2.31363 -1.69882 3.65309
Mg: 3.27087 1.80617 -3.31289
Mg: -1.87646 -2.63478 -3.59617
O: 3.94824 -0.79881 -5.00983
O: 0.13254 -5.86343 6.14127
O: -1.45032 -5.06686 4.61113
O: -4.22423 3.76512 4.88113
O: 1.48801 0.18356 -0.98435
O: -4.93058 0.63472 -1.10276
O: -0.66267 1.08860 -0.27798
O: -3.34060 -2.67769 1.48941
O: -2.00125 8.10947 -2.75771
O: 5.20868 -0.88061 2.79959
O: -1.49396 -4.25822 6.87325
O: -1.77990 6.08256 -3.89546
O: -2.96529 -5.47819 -2.60140
O: 0.25125 -3.63472 5.36940
O: -4.39010 1.67429 -3.08329
O: 6.94056 -2.36036 3.09312
O: -3.60002 1.79835 3.71613
O: 0.22546 0.77757 -7.47693
O: -3.17441 3.85437 2.78178
O: -0.44771 -1.16934 -0.91979
O: 0.15047 7.25931 -2.92855
O: -0.73091 0.14639 -5.38691
O: 0.82493 1.96851 -5.48658
O: -1.94818 3.17411 4.79182
O: 1.51531 4.16666 2.40234
O: -1.29301 2.18190 -6.45421
O: 1.84144 0.73946 5.47691
O: -6.53134 0.56584 -2.76317
O: 2.43174 4.31289 -1.71722
O: 0.63080 -4.64871 -4.23165
O: 2.72716 -4.38329 1.82407
O: -1.43981 6.09239 -1.64064
O: 5.13991 -2.06126 4.62797
O: -4.58241 -0.80127 -2.93827
O: 0.52670 -0.43704 1.10337
O: 6.93003 -0.43625 4.43947
H: 0.53839 -5.35096 -3.58782
H: -2.94963 -3.25445 2.14571
H: -2.76968 -2.76146 0.72568
H: 2.14585 5.21507 -1.86065
H: 4.70328 -1.11376 -5.50676
H: 3.24198 -5.03917 2.29418
H: 0.95822 3.82823 3.10331
H: -2.74562 -6.23041 -3.15109
H: 1.55252 5.11011 2.55971
H: 1.43136 -4.86518 -4.70964
H: 2.08555 1.03376 6.35442
H: 2.36657 4.18813 -0.77043
H: 2.18985 -4.89077 1.21580
H: 1.12111 1.31604 5.22213
H: -3.59101 -5.82161 -1.96360
H: 3.41441 -1.57977 -4.86372

Values from the calculation:
- total charge = -6

***

Number 1: highest occupied orbital energy -6.04 eV, Kohn-Sham gap 6.646 eV. Number 2: highest occupied orbital energy 4.62 eV, Kohn-Sham gap 1.491 eV.